57
Properties=species:S:1:pos:R:3 method="wB97M-V/def2-TZVPD" gap_ev=8.8 lumo_energy_ev=2.32 charge=-1 homo_ev=-6.48
C 0.607 0.530 -0.031
N -0.792 0.242 -0.567
C -0.737 -1.040 -1.213
C -0.733 -2.337 -0.315
S -0.680 -3.827 -1.301
C -1.870 -1.034 -2.186
N -1.383 -1.583 -3.513
H 1.250 0.176 -0.859
H 0.531 1.606 0.240
H 0.853 0.029 0.948
H -1.522 0.212 0.043
H 0.264 -1.064 -1.870
H -1.540 -2.259 0.383
H 0.108 -2.302 0.444
H -2.373 -0.057 -2.229
H -2.655 -1.723 -1.887
H -0.966 -0.900 -4.157
H -1.878 -2.217 -4.104
H 1.068 -1.612 2.306
H -0.055 -1.983 3.679
O 0.000 -1.220 3.131
H 3.279 0.917 -1.321
H 2.904 1.947 -2.240
O 3.687 1.720 -1.731
H 1.269 0.569 4.846
H 0.496 -0.669 4.523
O 1.187 -0.337 5.125
H -1.475 3.477 1.094
H -0.151 2.977 0.936
O -0.717 3.622 0.551
H 2.125 -3.549 1.499
H 1.827 -4.785 0.676
O 2.306 -4.472 1.374
H 2.618 -1.828 1.949
H -0.601 -3.307 -2.589
O 1.777 -1.892 1.452
H -1.712 4.129 -2.533
H -2.059 4.185 -1.042
O -2.103 4.754 -1.859
H -0.804 0.939 2.995
H -1.553 1.646 2.026
O -0.946 1.858 2.685
H 0.371 3.420 2.467
H 1.287 2.350 3.090
O 1.258 3.130 2.510
H -1.043 2.592 -3.580
H -2.535 2.281 -3.735
O -1.813 2.678 -4.214
H 2.514 -1.080 0.060
H 4.112 -1.201 0.110
O 3.399 -0.756 -0.332
H -1.369 -0.761 2.609
H -2.727 -0.057 2.885
O -2.351 -0.500 2.183
H -0.165 2.824 -1.542
H -0.215 1.387 -2.220
O -0.021 2.335 -2.376

=====

57
Properties=species:S:1:pos:R:3 method="wB97M-V/def2-TZVPD" gap_ev=8.7 lumo_energy_ev=0.04 charge=0 homo_ev=-8.66
C -1.937 -2.811 -0.618
N -1.066 -2.238 0.376
C 0.007 -1.224 0.034
C 1.208 -1.326 0.929
O 1.933 -0.086 0.696
C 0.516 -1.223 -1.466
O 0.183 0.100 -1.903
H -1.475 -2.892 -1.642
H -2.803 -2.396 -1.098
H -2.013 -3.874 -0.398
H -0.601 -2.977 0.881
H -0.450 -0.237 0.262
H 1.905 -2.052 0.462
H 1.153 -1.638 1.981
H 2.246 0.266 1.540
H -0.131 -1.926 -1.972
H 1.592 -1.290 -1.501
H 0.776 0.797 -1.637
H -2.661 -2.474 -3.485
H -1.885 -3.567 -4.109
O -2.709 -3.431 -3.619
H -2.217 1.131 2.378
H -3.711 0.812 2.350
O -3.084 1.527 2.298
H 4.077 2.966 -2.378
H 4.583 2.812 -0.932
O 3.837 2.630 -1.507
H -1.228 3.963 -1.767
H -2.479 4.781 -1.856
O -1.616 4.698 -2.262
H -0.779 0.835 -3.645
H -1.584 2.206 -3.701
O -1.022 1.586 -4.211
H 4.593 -0.822 -0.118
H 5.179 -2.284 -0.540
O 4.807 -1.711 0.143
H -0.900 -1.514 5.190
H -2.311 -0.806 4.994
O -1.811 -1.631 4.921
H 0.618 3.121 2.020
H 0.277 4.164 3.076
O 0.485 3.230 2.982
H -1.166 -2.592 3.459
H -0.104 -3.734 3.638
O -0.269 -2.881 3.202
H -4.772 -0.934 0.251
H -3.306 -0.196 0.302
O -4.189 -0.226 -0.064
H -0.194 2.301 -0.249
H 1.368 2.469 -0.429
O 0.548 2.902 -0.172
H 2.216 1.481 4.386
H 2.747 0.279 3.657
O 2.705 0.666 4.539
H 2.054 1.821 -5.194
H 0.974 1.896 -4.196
O 1.887 1.553 -4.276

=====

58
Properties=species:S:1:pos:R:3 method="wB97M-V/def2-TZVPD" gap_ev=9.3 lumo_energy_ev=-0.10 charge=0 homo_ev=-9.38
C 1.580 -0.598 1.578
C 0.997 0.796 1.317
C 2.016 1.860 1.640
O 0.683 0.869 -0.072
N 0.558 -1.632 1.504
C 0.664 -2.721 2.507
N -0.654 -3.228 2.852
H 2.364 -0.746 0.815
H 2.243 -0.577 2.463
H 0.051 0.916 1.865
H 2.974 1.662 1.170
H 2.131 2.130 2.699
H 1.689 2.861 1.327
H -0.283 1.056 -0.280
H -0.335 -1.189 1.671
H 1.351 -3.466 2.089
H 1.030 -2.377 3.476
H -1.055 -3.799 2.114
H -1.329 -2.478 2.968
H 4.083 -0.801 -0.509
H 5.542 -1.039 -0.278
O 4.847 -0.402 -0.076
H -1.978 3.870 2.466
H -1.854 2.698 1.416
O -2.330 3.025 2.180
H 1.179 -0.570 -0.901
H 1.710 -0.472 -2.531
O 1.329 -0.943 -1.793
H -1.036 -2.029 -2.729
H -2.477 -2.382 -2.603
O -1.919 -1.629 -2.825
H 0.956 2.239 -2.574
H 1.140 2.350 -1.017
O 1.369 2.756 -1.874
H -0.881 0.381 -4.080
H 0.213 -0.592 -3.824
O 0.074 0.293 -4.175
H -3.242 -0.264 3.191
H -1.986 0.303 2.475
O -2.608 -0.429 2.488
H 0.959 -2.717 -1.749
H 0.046 -3.829 -1.242
O 0.486 -3.522 -2.042
H 2.797 -2.639 -0.881
H 3.181 -2.594 -2.232
O 3.565 -2.902 -1.400
H -2.291 1.009 -0.847
H -1.707 2.424 -1.182
O -1.656 1.701 -0.539
H 0.234 4.079 -1.773
H -0.473 5.372 -1.195
O -0.579 4.430 -1.337
H -4.424 2.345 1.266
H -3.917 0.826 1.410
O -4.577 1.479 1.638
H -3.952 -0.739 -0.786
H -2.920 -0.399 -1.926
O -3.575 -0.030 -1.315

=====

8
Properties=species:S:1:pos:R:3 method="wB97M-V/def2-TZVPD" gap_ev=8.3 lumo_energy_ev=-2.02 charge=0 homo_ev=-10.29
C 0.252 1.582 -0.350
C 0.388 2.823 -0.108
C -0.135 0.276 -0.539
C -0.069 -0.746 0.514
Br 0.839 -2.460 -0.037
H -0.481 -0.061 -1.648
H -1.129 -0.868 0.725
H 0.336 -0.546 1.443